8
Properties=species:S:1:pos:R:3:forces:R:3:nbo_charge:R:1 method="wB97M-V/def2-TZVPD" e_above_lowest_kcal_mol=29.90 e_tot_ha=-986.77806 lumo_ev=3.73 homo_lumo_gap_ev=7.42 charge=-1
H 0.149 0.879 -1.581 -0.6 0.4 0.0 0.237
C 0.063 -0.132 0.385 -2.4 -1.2 0.1 -0.788
O 2.337 -1.137 -0.852 0.3 0.0 0.8 -1.046
H -0.884 -0.640 0.850 1.8 0.2 -1.0 0.188
S -0.603 1.316 -0.428 0.8 0.6 0.1 -0.245
H 0.757 -0.056 1.212 0.5 0.5 -0.2 0.202
S 0.877 -1.218 -1.071 0.0 -0.9 0.2 1.459
O 0.559 -0.401 -2.292 -0.5 0.3 0.0 -1.006

=====

285
Properties=species:S:1:pos:R:3:forces:R:3:lowdin_charge:R:1 method="wB97M-V/def2-TZVPD" e_above_lowest_kcal_mol=15.62 e_tot_ha=-4797.76164 lumo_ev=0.10 homo_lumo_gap_ev=7.39 charge=0
H 8.405 -7.689 -14.762 0.4 -0.2 0.1 0.049
C 13.228 -13.482 -13.851 0.1 -0.1 1.5 -0.107
H 13.568 -3.929 -14.185 -0.3 0.6 0.5 -0.034
H 12.081 -10.712 -10.872 -0.4 -0.1 -0.1 0.077
C 12.255 -8.726 -6.522 -0.3 0.9 0.4 -0.131
O 5.647 -9.634 -10.291 -0.8 -0.1 0.4 -0.010
H 10.925 -7.887 -17.228 0.2 0.2 -0.1 0.056
O 4.032 -7.246 -9.324 -1.2 0.1 0.0 0.013
H 8.348 -6.014 -14.396 -0.1 0.2 0.2 0.083
C 4.506 -6.195 -6.455 1.0 -0.4 0.3 -0.030
H 10.616 -4.401 -6.660 -0.2 -0.2 0.4 0.088
H 4.361 -4.696 -9.939 0.4 0.7 -0.6 0.085
H 6.101 -8.788 -10.296 -0.1 0.5 0.4 0.060
H 13.405 -14.177 -18.720 0.0 0.1 0.1 0.076
C 10.744 -4.720 -23.066 -0.4 1.5 1.8 -0.161
C 8.128 -13.897 -16.431 1.7 -0.5 -0.5 -0.020
C 5.142 -8.051 -21.545 0.0 0.2 -0.9 -0.029
H 11.180 -12.133 -16.246 0.1 -0.2 0.3 0.052
H 13.739 -14.054 -14.625 0.1 0.2 -0.1 0.115
H 10.655 -5.394 -23.918 0.8 -0.4 0.2 0.107
H 10.990 -5.954 -4.860 -0.3 -0.2 0.1 0.116
H 13.958 -14.239 -20.396 0.3 0.0 0.1 0.063
H 12.098 -14.385 -9.465 -0.3 0.0 -0.2 0.074
H 3.515 -6.117 -6.902 0.0 0.4 0.3 0.091
C 10.834 -5.392 -21.654 -0.6 0.6 -0.6 -0.106
C 12.458 -10.013 -18.885 0.1 -1.4 0.8 -0.150
C 6.804 -12.298 -9.450 0.4 0.8 0.7 -0.022
C 11.824 -8.129 -8.891 -0.6 1.9 0.2 -0.028
H 14.433 -8.364 -9.159 0.1 0.2 -0.1 0.071
H 5.388 -6.073 -11.547 -0.3 0.3 0.3 0.083
H 13.532 -7.331 -14.774 -0.1 0.2 0.0 0.066
C 12.146 -2.787 -21.968 0.0 0.9 0.3 -0.481
H 9.263 -6.175 -11.437 -0.1 0.3 0.1 0.068
H 15.768 -12.719 -19.867 0.1 0.1 0.4 0.074
H 11.543 -1.883 -19.669 -0.4 0.2 0.0 0.056
C 12.860 -7.523 -15.610 -0.8 -0.3 -0.8 -0.017
H 11.055 -8.390 -11.878 0.1 0.7 0.1 0.114
H 15.162 -12.259 -18.161 0.5 -0.4 -0.1 0.068
H 9.625 -11.613 -16.801 -0.2 0.2 0.0 0.072
H 12.396 -9.351 -13.792 0.4 0.7 0.3 0.098
H 14.805 -8.631 -7.449 0.4 -0.5 0.0 0.092
H 13.381 -9.469 -18.679 0.6 -0.4 -0.4 0.101
H 11.727 -12.141 -18.757 -0.2 0.3 0.2 0.097
C 10.407 -7.851 -16.269 0.4 -0.8 -1.0 -0.018
O 15.936 -8.367 -14.022 0.4 0.1 -0.6 -0.023
H 13.212 -8.406 -16.143 0.2 0.0 -0.2 0.080
C 5.931 -10.838 -12.421 0.1 -0.8 0.1 -0.428
H 7.461 -6.825 -21.971 0.4 -0.3 -0.3 0.117
H 14.751 -9.225 -20.320 -0.2 -0.5 0.2 0.066
H 7.814 -9.282 -21.483 0.0 -0.4 0.2 0.108
H 9.812 -4.165 -23.181 -0.3 0.2 0.4 0.092
N 11.119 -6.777 -14.149 0.5 -2.3 2.0 -0.129
C 13.227 -4.726 -5.671 0.1 1.2 -1.3 -0.030
C 6.109 -10.449 -19.116 -0.3 1.0 -0.2 -0.006
C 14.045 -8.759 -8.220 0.8 1.0 0.2 -0.031
C 7.007 -11.649 -13.287 -0.9 -0.9 -0.3 -0.110
H 10.967 -5.843 -11.747 -0.1 0.1 0.0 0.069
H 9.312 -8.491 -21.007 0.0 0.2 -0.4 0.093
C 12.302 -10.146 -22.712 1.0 0.8 0.4 -0.024
H 10.304 -15.141 -17.490 0.0 -0.1 -0.2 0.087
H 6.127 -10.532 -20.202 -0.2 -0.2 -0.1 0.072
H 8.681 -9.550 -10.170 -0.3 0.6 0.2 0.071
C 10.835 -4.416 -20.375 -0.1 -1.2 -0.7 -0.427
C 13.248 -0.946 -12.321 0.0 1.1 -0.8 -0.055
C 14.978 -11.657 -13.755 0.6 -1.3 1.2 -0.022
H 6.468 -12.273 -14.001 -0.9 0.4 -0.2 0.098
H 11.971 -3.225 -24.057 0.0 0.3 0.1 0.122
O 10.211 -2.183 -13.929 0.1 0.2 0.3 -0.020
C 7.505 -7.210 -20.952 -0.2 -1.1 0.0 -0.112
H 5.562 -9.441 -7.233 -0.1 0.1 -0.6 0.066
H 6.867 -7.267 -5.692 -0.4 0.3 0.2 0.118
H 8.755 -12.981 -13.053 -0.3 -0.3 -0.9 0.087
C 9.979 -5.883 -12.205 -0.1 -0.3 -0.4 -0.006
H 10.136 -5.694 -18.661 -0.2 0.3 -0.2 0.050
H 13.823 -1.386 -21.517 -0.6 0.4 0.0 0.074
C 13.576 -2.183 -22.218 0.5 -0.1 1.5 -0.035
H 14.433 -2.821 -22.000 -0.4 -0.9 -0.1 0.080
H 14.273 -10.832 -13.864 0.1 -0.2 -0.2 0.065
H 5.005 -9.770 -14.097 0.5 -0.3 -0.4 0.081
H 7.627 -9.886 -8.694 0.3 0.1 -0.1 0.072
H 12.298 -0.589 -12.719 -0.2 -0.1 -0.1 0.080
H 10.845 -7.741 -8.610 -0.3 -0.1 0.1 0.058
H 7.013 -5.475 -11.271 0.0 0.0 0.1 0.076
H 14.179 -5.073 -5.272 -0.5 -0.7 0.3 0.089
H 14.801 -10.734 -11.112 -0.1 0.8 -0.3 0.031
H 10.999 -11.825 -9.890 -0.2 0.2 -0.2 0.064
H 8.775 -8.200 -18.814 -0.2 0.2 0.4 0.103
C 11.516 -9.268 -14.430 -0.2 1.0 1.5 -0.100
H 12.749 -4.473 -23.138 0.7 0.4 0.1 0.119
C 8.221 -10.290 -9.514 1.2 -0.6 -0.8 -0.025
C 7.813 -12.737 -12.562 1.1 2.0 0.9 -0.167
H 15.617 -7.736 -14.668 -0.2 0.2 -0.1 0.049
H 9.774 -2.808 -14.507 -0.2 -0.4 -0.7 0.018
N 5.242 -7.011 -8.738 4.0 -0.1 1.3 -0.134
H 13.990 -0.781 -13.102 0.0 0.1 -0.1 0.087
H 7.775 -13.180 -17.173 -0.3 0.6 0.6 0.067
O 14.787 -11.654 -10.837 0.0 -1.5 0.2 -0.015
H 12.670 -4.123 -4.953 -0.1 -0.4 0.3 0.085
H 15.853 -11.313 -13.203 -0.1 0.3 0.2 0.072
H 13.852 -9.806 -8.458 -0.2 0.0 0.5 0.075
H 6.493 -9.014 -13.361 -0.1 0.0 -0.3 0.062
C 7.416 -11.225 -10.401 -0.3 -1.8 1.4 -0.485
H 4.768 -7.223 -17.952 -0.6 0.0 0.3 0.109
H 10.233 -7.821 -6.406 -0.1 -0.2 -0.2 0.082
H 10.805 -8.605 -4.938 0.0 0.3 0.2 0.106
H 11.388 -2.352 -10.683 -0.1 0.4 -0.4 0.083
H 11.405 -10.761 -22.782 0.4 -0.5 -0.1 0.081
H 4.906 -7.459 -22.429 0.1 0.3 -0.1 0.077
H 9.288 -8.519 -11.934 0.0 0.3 0.3 0.098
H 7.572 -11.035 -13.988 0.5 0.4 0.7 0.094
H 8.097 -6.474 -20.409 -0.3 0.3 0.4 0.080
H 6.096 -12.974 -9.929 0.1 0.0 0.2 0.079
H 6.430 -11.824 -8.543 -1.0 0.1 -0.3 0.069
O 10.286 -14.183 -17.555 -0.1 0.6 -0.1 -0.063
H 5.967 -5.269 -21.463 0.4 0.0 0.2 0.086
H 8.052 -4.886 -9.089 -0.6 0.3 -0.5 0.113
H 7.148 -7.816 -16.880 0.0 0.1 -0.6 0.054
C 12.341 -5.757 -6.396 0.6 -0.9 -1.0 -0.487
H 15.439 -11.014 -19.368 0.4 -0.1 0.0 0.056
O 13.429 -6.375 -11.942 0.6 -0.2 0.2 -0.034
H 5.007 -12.847 -12.074 0.3 0.1 0.3 0.072
C 12.204 -14.380 -13.110 0.4 1.7 0.8 -0.149
H 11.229 -0.882 -21.256 -0.1 -0.2 0.2 0.081
H 11.695 -2.741 -13.218 -0.7 0.4 -0.2 0.036
C 9.680 -13.719 -16.338 0.0 0.5 0.2 -0.441
C 6.861 -8.815 -17.208 -0.3 -1.5 -0.3 -0.028
H 7.396 -8.028 -7.095 -0.2 -0.2 -0.6 0.095
H 11.607 -4.518 -8.034 0.4 0.0 -0.1 0.067
H 9.688 -7.036 -16.354 0.3 0.2 0.4 0.064
C 11.720 -6.609 -5.335 -1.2 -1.9 1.1 -0.152
H 12.156 -7.439 -9.666 0.0 -0.4 -0.6 0.070
C 5.990 -7.227 -20.532 0.1 -1.7 -0.6 -0.456
O 4.688 -7.887 -18.641 -2.6 0.2 0.8 0.012
O 7.677 -5.622 -17.637 0.0 0.3 0.2 -0.052
H 11.868 -9.483 -18.137 -0.8 -0.7 0.1 0.076
C 13.281 -13.733 -19.708 0.8 0.8 -0.6 -0.039
H 13.597 -14.757 -10.314 -0.2 0.1 -0.4 0.071
H 15.940 -14.123 -13.372 -0.1 -0.7 -0.5 0.078
C 7.489 -5.772 -8.794 -0.3 -1.2 1.8 -0.112
H 16.730 -8.731 -14.414 0.3 -0.2 -0.1 0.071
C 4.741 -11.810 -12.283 -1.0 0.4 0.1 -0.036
H 10.930 -12.791 -12.257 0.1 0.1 -0.5 0.077
H 12.782 -6.695 -16.315 0.5 0.2 0.2 0.085
H 11.959 -9.165 -23.040 -0.2 0.6 1.0 0.069
H 11.044 -14.206 -11.288 -0.1 0.0 0.0 0.101
H 11.654 -4.891 -18.336 0.0 0.3 -0.1 0.086
H 7.299 -13.675 -12.351 -0.3 0.2 0.0 0.115
H 6.598 -7.179 -11.121 0.5 -0.2 0.2 0.052
H 11.997 -8.643 -20.307 -0.7 0.1 -0.8 0.108
H 9.516 -1.588 -13.649 -0.1 0.2 0.1 0.065
C 15.305 -13.915 -12.511 1.8 -0.4 -1.5 -0.047
N 12.008 -3.512 -20.653 0.3 0.4 0.9 -0.047
H 7.951 -14.824 -16.976 -0.1 -0.4 0.5 0.070
C 10.180 -8.309 -12.524 -0.9 -1.1 -1.4 -0.111
N 13.382 -11.656 -21.052 -1.8 1.2 0.8 -0.103
H 12.374 -6.932 -4.525 0.7 0.5 -0.1 0.117
C 8.190 -8.946 -19.352 -1.6 -0.6 1.3 -0.140
H 12.632 -12.694 -14.311 0.2 0.2 -0.1 0.093
C 12.835 -7.963 -7.739 -1.5 -1.5 0.0 -0.485
H 11.205 -1.022 -22.962 0.8 0.0 -0.2 0.086
H 16.099 -13.622 -11.824 -0.7 0.3 0.7 0.088
C 9.467 -3.758 -20.099 0.6 0.4 -1.7 -0.023
H 9.848 -8.787 -16.279 -0.3 0.0 0.2 0.065
C 11.140 -1.620 -22.053 -0.5 0.1 -0.9 -0.033
H 5.077 -10.492 -18.767 0.0 -0.2 -0.1 0.083
H 10.537 -5.809 -7.751 0.1 -0.4 0.5 0.054
C 5.336 -7.216 -7.258 0.7 -0.6 0.9 -0.465
H 7.765 -7.261 -13.234 0.1 0.4 0.3 0.059
C 10.300 -9.492 -13.496 1.2 0.3 -0.9 -0.167
H 13.221 -5.476 -11.686 0.0 0.3 0.2 0.022
C 11.111 -7.987 -5.782 1.0 1.0 -0.7 -0.144
O 12.539 -3.135 -12.986 0.8 -1.1 0.2 -0.082
H 12.749 -6.607 -12.575 -0.6 -0.2 -0.6 -0.003
C 6.679 -9.060 -18.763 2.7 1.0 1.0 -0.408
C 11.939 -3.744 -23.100 -0.4 -2.1 -1.6 -0.174
H 14.342 -8.383 -11.766 -0.2 0.4 0.1 0.013
C 8.390 -12.083 -11.312 -0.8 0.9 0.8 -0.141
N 13.218 -6.596 -7.284 -0.9 -1.8 2.4 -0.109
C 14.183 -9.270 -21.250 0.8 -0.1 0.0 -0.036
C 8.253 -8.586 -20.767 -0.8 1.9 -2.0 -0.182
C 12.010 -11.578 -10.214 0.3 -1.2 0.0 -0.022
H 13.045 -11.685 -17.651 0.1 -0.5 -0.1 0.103
H 14.888 -4.487 -14.671 0.2 -0.1 0.0 0.032
H 12.292 -13.988 -20.089 -0.3 0.5 0.2 0.074
H 13.573 -3.978 -6.384 -0.1 0.1 -0.4 0.071
H 9.473 -9.612 -14.196 -0.6 -0.1 0.6 0.086
H 10.036 -6.133 -21.631 -0.1 -0.1 0.6 0.088
H 13.055 -10.230 -23.495 0.0 -1.2 -0.1 0.073
H 10.118 -1.972 -22.197 -0.1 -0.2 0.8 0.067
H 4.492 -6.487 -5.405 -0.6 -0.5 0.0 0.081
H 11.653 -9.149 -9.236 0.5 0.1 0.0 0.060
H 4.161 -8.396 -21.220 0.1 0.2 0.7 0.083
H 14.888 -9.646 -21.991 0.1 0.6 -0.3 0.087
H 14.645 -6.246 -8.363 0.4 0.3 -0.2 0.103
H 13.472 -0.277 -11.489 0.2 -0.3 0.2 0.082
H 7.653 -12.809 -8.996 0.0 -0.6 -0.4 0.077
H 8.596 -4.375 -16.851 0.0 -0.2 -0.4 -0.025
H 5.946 -5.317 -19.659 -0.2 0.6 -0.2 0.070
H 12.865 -1.870 -9.861 0.1 0.0 -0.1 0.080
H 4.024 -11.445 -11.548 0.2 -0.1 0.5 0.081
H 11.991 -5.107 -14.184 0.2 0.1 0.0 0.066
H 4.482 -5.584 -20.709 -0.1 -0.3 0.6 0.085
C 10.111 -12.255 -16.067 -0.3 -0.6 -1.0 -0.041
C 6.817 -7.161 -6.775 0.9 1.2 -0.7 -0.132
H 5.621 -8.933 -21.970 0.4 -0.1 0.4 0.067
C 15.173 -12.062 -19.233 -2.5 0.8 -0.6 0.000
C 13.627 -12.164 -19.696 1.2 -2.4 0.1 -0.454
H 13.545 -13.606 -9.037 0.3 0.4 -0.1 0.076
H 13.871 -8.231 -21.354 0.0 0.0 -0.8 0.086
H 13.658 -12.617 -22.586 0.3 -0.2 -0.3 0.102
H 4.923 -8.851 -5.774 -0.1 0.6 0.1 0.084
C 11.988 -9.733 -20.288 0.2 -0.1 1.1 -0.171
H 10.185 -14.294 -15.562 -0.7 -0.3 0.5 0.108
H 4.871 -4.414 -8.361 0.1 0.1 0.3 0.060
H 7.099 -5.017 -6.794 0.1 0.2 0.1 0.096
H 10.469 -10.381 -12.887 -0.2 -0.3 -0.3 0.085
H 11.907 -9.719 -6.806 0.3 -0.1 -0.2 0.118
C 5.551 -5.750 -20.578 -0.1 -0.7 0.5 -0.024
H 9.842 -11.916 -15.067 0.0 -0.1 0.0 0.061
H 6.842 -5.436 -17.208 -0.3 0.0 0.2 0.070
C 12.657 -11.580 -18.664 0.0 2.4 -0.4 -0.108
H 9.214 -11.416 -11.563 0.1 -0.1 -0.3 0.082
H 3.884 -8.759 -7.201 -0.1 -0.6 0.1 0.081
C 6.259 -6.168 -10.898 -0.3 -0.7 0.2 -0.044
H 8.739 -4.514 -19.807 0.1 0.3 0.3 0.051
C 11.640 -13.546 -11.919 0.1 0.6 0.2 -0.118
H 4.878 -8.906 -12.678 0.1 -0.1 0.6 0.079
H 5.975 -9.088 -16.635 -0.2 0.0 -0.1 0.072
H 13.775 -1.822 -23.227 -0.7 0.0 -0.1 0.082
O 14.078 -4.082 -14.980 0.4 -0.4 -0.7 -0.043
H 7.641 -9.487 -16.849 0.1 -0.1 0.1 0.065
H 8.752 -9.871 -19.222 -0.3 -0.4 0.4 0.115
H 8.084 -6.608 -9.163 0.0 -0.3 -0.3 0.096
C 11.203 -5.125 -7.224 0.5 1.1 -0.5 -0.023
H 15.588 -8.860 -12.481 0.0 0.2 -0.4 -0.017
H 12.560 -11.314 -9.311 0.2 -0.2 0.0 0.059
C 12.999 -10.215 -21.280 0.0 -0.4 -1.7 -0.485
H 6.671 -11.295 -18.721 0.1 0.3 0.3 0.073
H 9.098 -10.857 -9.201 -0.1 0.0 0.8 0.074
O 12.192 -2.580 -19.548 0.2 -1.1 -0.9 -0.024
C 5.276 -4.564 -9.362 -0.5 -0.7 2.0 -0.030
C 5.573 -9.573 -13.188 -0.5 0.2 0.0 -0.032
C 13.175 -2.400 -11.973 -0.3 0.6 1.6 -0.478
H 4.138 -8.172 -9.556 -0.5 -0.3 -0.4 0.083
H 9.149 -3.340 -21.054 -0.5 0.2 0.1 0.057
C 12.990 -13.946 -9.912 0.4 0.4 0.9 -0.038
H 14.789 -14.825 -12.205 0.2 0.1 0.1 0.074
H 14.212 -2.722 -11.878 -0.1 -0.6 -0.1 0.143
C 11.054 -5.339 -19.128 1.1 -0.1 -0.4 -0.022
N 13.836 -12.289 -11.658 -2.6 0.8 -0.7 -0.126
C 4.910 -8.658 -6.847 -0.6 0.5 -0.7 -0.032
H 5.091 -5.283 -6.338 -0.5 0.5 -0.7 0.063
C 6.011 -5.917 -9.366 1.0 1.0 -1.5 -0.446
H 9.568 -2.932 -19.395 -0.2 -0.3 0.3 0.089
H 9.735 -4.919 -12.651 -0.1 0.1 0.2 0.081
H 13.079 -8.812 -5.814 0.0 -0.3 0.2 0.116
H 8.778 -12.903 -10.707 0.3 0.4 0.3 0.105
H 11.738 -10.130 -15.059 -0.7 0.4 -0.9 0.097
H 8.629 -5.887 -6.884 -0.1 -0.1 -0.1 0.069
O 13.790 -5.823 -8.252 0.4 0.8 -1.7 -0.010
C 12.645 -12.815 -10.924 1.0 -0.8 -0.5 -0.422
H 12.467 -3.539 -10.182 0.5 -0.3 -0.2 0.054
C 8.546 -6.985 -13.942 0.3 -0.2 -0.5 -0.006
H 15.408 -12.040 -14.680 -0.5 0.0 -0.3 0.077
O 15.034 -9.043 -11.722 -0.3 -0.6 1.1 -0.053
C 14.350 -12.834 -12.921 -0.7 0.2 0.1 -0.478
H 4.097 -11.868 -13.160 0.4 0.1 -0.5 0.078
H 7.655 -13.925 -15.450 -0.2 0.4 -0.3 0.066
N 6.461 -10.398 -11.086 1.8 -1.4 -3.7 -0.130
C 12.460 -2.541 -10.619 -0.3 -0.6 0.3 -0.042
C 11.439 -7.838 -15.122 0.4 -0.4 0.1 -0.430
H 9.783 -4.629 -15.947 0.5 -0.3 0.2 -0.002
N 5.908 -7.869 -19.183 3.7 0.9 -1.7 -0.184
H 7.466 -6.278 -18.300 -0.2 -0.5 -0.5 0.007
H 5.960 -3.723 -9.480 -0.4 0.0 -0.9 0.090
O 9.204 -3.933 -16.258 0.1 0.8 0.6 -0.051
H 11.024 -10.191 -20.510 -0.2 0.2 0.2 0.115
H 11.387 -14.589 -13.801 -0.1 -0.2 0.1 0.080
O 11.261 -5.507 -14.662 -1.0 0.6 -1.0 0.002
C 7.597 -5.880 -7.236 -1.6 -0.7 -0.5 -0.149
O 14.284 -12.146 -22.031 -0.2 0.3 0.6 -0.009
H 12.588 -15.325 -12.724 0.3 0.0 -0.2 0.103
C 9.950 -6.986 -13.279 0.2 0.4 0.9 -0.460
H 11.785 -5.925 -21.638 0.1 -0.1 0.2 0.102
H 11.583 -6.239 -19.442 0.2 -0.1 0.0 0.060

=====

14
Properties=species:S:1:pos:R:3:forces:R:3:nbo_charge:R:1 method="wB97M-V/def2-TZVPD" e_above_lowest_kcal_mol=78.94 e_tot_ha=-684.68128 lumo_ev=0.54 smiles="NC(=O)[C@@H]1CCS1" homo_lumo_gap_ev=9.36 charge=0
C 1.122 -0.980 0.982 2.0 -1.7 -1.4 -0.493
H -0.078 0.021 -2.017 0.3 -0.3 2.0 0.255
C -1.028 0.716 -0.232 -3.2 1.5 2.4 0.646
H -0.131 2.936 -0.313 -3.1 -4.1 1.4 0.400
C 0.027 -1.426 -0.151 4.8 -0.4 -1.2 -0.381
H 0.886 -2.014 -0.821 -3.0 0.8 1.4 0.203
C 0.038 -0.032 -0.857 1.7 -0.4 -1.9 -0.411
H 1.956 -1.861 0.956 -2.0 2.3 0.8 0.221
N -0.980 2.139 0.081 9.0 -2.8 -4.4 -0.819
H 0.970 -0.552 2.002 -0.5 -0.7 -1.0 0.231
H -0.908 -1.951 0.091 0.7 0.3 -0.3 0.261
O -1.942 -0.056 0.131 0.2 3.4 -0.3 -0.601
H -1.666 2.664 0.336 -6.0 3.0 2.1 0.373
S 1.732 0.397 -0.188 -1.0 -0.9 0.2 0.116